Formula: C10H29BNO3S2
Source: the Open Molecules 2025 dataset
Level of theory: wB97M-V/def2-TZVPD

Its HOMO energy is -3.73 eV. The HOMO-LUMO gap is 6.13 eV. Its total charge is -1. The total energy is -1500.10745 a.u. The spin multiplicity is 1.

```
46
C10H29BNO3S2, DFT wB97M-V/def2-TZVPD
C -0.16695 -1.12178 -0.68732
C -0.72416 -0.10856 -1.67758
C -0.25713 -0.48125 -3.08599
C -0.39633 1.38411 -1.39789
C -1.54423 2.22701 -1.96265
C -0.04596 1.83165 0.04296
O 1.29486 2.12557 0.23376
B 2.13258 1.39407 1.26927
N 3.61240 1.32246 0.84139
H -0.52547 -2.12342 -0.95503
H -0.47757 -0.91956 0.33727
H 0.92306 -1.12157 -0.71735
H -1.82277 -0.20650 -1.66896
H 0.83768 -0.50572 -3.12013
H -0.61901 -1.47201 -3.38008
H -0.60011 0.23509 -3.83895
H 0.50912 1.63655 -1.96780
H -2.47018 2.05790 -1.39882
H -1.32629 3.29886 -1.90530
H -1.75041 1.97928 -3.00896
H -0.40190 1.09897 0.78212
H -0.63412 2.75333 0.22580
H 2.04464 1.99396 2.36521
H 1.68866 0.23532 1.40666
H 3.66247 0.84156 -0.05435
H 3.95958 2.25614 0.64081
C -4.92209 1.12654 0.06852
S -3.51688 0.63116 1.07824
O -3.46233 -0.84998 0.99265
C -4.28375 1.00212 2.66371
H -4.64692 0.93206 -0.96635
H -5.78757 0.52655 0.34904
H -5.11446 2.19124 0.20391
H -5.19452 0.41198 2.76313
H -4.49260 2.07010 2.72951
H -3.56552 0.72026 3.43081
C 2.61992 -2.71209 1.56044
S 3.95637 -1.94890 0.63742
O 3.50199 -1.88938 -0.78012
C 5.06400 -3.37764 0.68476
H 1.81552 -1.97808 1.57041
H 2.30818 -3.62806 1.05702
H 2.95392 -2.90705 2.58020
H 4.57430 -4.23466 0.22128
H 5.33742 -3.59352 1.71871
H 5.95255 -3.10412 0.11865
```